Model A:
ORCA calculation (wB97M-V/def2-TZVPD) on C3H6N2OS in the gas phase.

Element x y z (Å)
H1 -2.471 0.638 -1.209
N1 -2.037 -0.326 -0.820
C1 -1.012 -0.380 0.029
N2 -0.727 -1.736 0.389
C2 -0.138 0.630 0.615
C3 1.008 0.920 -0.376
O1 1.972 0.015 0.105
S1 1.319 2.288 -1.193
H2 0.287 -1.753 0.436
H3 -0.879 -2.294 -0.575
H4 -0.583 1.600 1.113
H5 0.353 -0.068 1.508
H6 2.908 0.467 -0.022

For the HOMO energy, the calculation gives -9.479 eV. The orbital gap comes out at 8.8 eV. Its SMILES is [H]/N=C(/N)CC(O)=S.

***

Model B:
ORCA calculation (wB97M-V/def2-TZVPD) on 2 unconnected molecules or ions with the total composition C3H6N2OS.

Element x y z (Å)
C1 2.528 0.742 1.425
C2 -0.934 -0.657 -2.375
C3 0.035 0.338 0.911
N1 3.137 0.118 2.205
N2 -1.071 0.674 0.286
O1 -0.094 -0.367 2.022
S1 1.330 1.565 0.644
H1 -0.680 0.036 -3.069
H2 -1.553 -1.511 -2.680
H3 -0.299 -0.854 -1.570
H4 -1.865 0.239 0.698
H5 -1.319 0.499 -0.817
H6 0.783 -0.822 2.319

For the HOMO energy (alpha / beta), the calculation gives -9.179 / -6.670 eV. The orbital gap (alpha / beta) comes out at 9.4 / 5.9 eV.

***

model A is favored, and the nearest alternative lies 0.0948 hartree above it.

***

Model A:
ORCA calculation (wB97M-V/def2-TZVPD) on a gas-phase ion, C4H11NOS (charge +1).

Element x y z (Å)
C1 -0.331 -0.257 -1.075
N1 0.348 0.899 -0.605
C2 1.684 1.229 -1.175
O1 1.498 2.204 -2.143
C3 -1.587 -0.611 -0.223
C4 -1.196 -1.595 0.849
S1 -0.274 -0.953 2.249
H1 0.419 -1.057 -1.036
H2 -0.718 -0.303 -2.113
H3 -0.200 1.747 -0.754
H4 2.432 1.448 -0.415
H5 1.933 0.352 -1.768
H6 1.599 3.100 -1.808
H7 -1.959 0.286 0.278
H8 -2.329 -1.026 -0.902
H9 -2.124 -1.885 1.359
H10 -0.668 -2.478 0.492
H11 0.694 -0.261 1.609

The expectation value of S² is 0.757. The charge is +1. Its spin multiplicity is 2. For the HOMO energy (alpha / beta), the calculation gives -13.801 / -13.020 eV. The orbital gap (alpha / beta) comes out at 11.0 / 4.7 eV.

***

Model B:
ORCA calculation (wB97M-V/def2-TZVPD) on a gas-phase ion, C4H11NOS (charge +1).

Element x y z (Å)
C1 -1.774 0.653 0.327
O1 -2.295 -0.466 1.006
C2 -0.556 0.283 -0.533
C3 0.512 -0.214 0.416
C4 1.702 -0.870 -0.265
S1 2.438 -2.218 0.753
N1 -0.080 1.330 -1.470
H1 -1.456 1.334 1.113
H2 -2.563 1.120 -0.260
H3 -2.733 -1.006 0.374
H4 -0.747 -0.545 -1.225
H5 0.069 -0.897 1.150
H6 0.848 0.554 1.127
H7 1.590 -1.357 -1.233
H8 2.528 -0.161 -0.401
H9 3.012 -1.452 1.749
H10 0.446 2.054 -0.975
H11 -0.941 1.859 -1.652

The expectation value of S² is 0.753. The charge is +1. Its spin multiplicity is 2. For the HOMO energy (alpha / beta), the calculation gives -13.375 / -13.329 eV. The orbital gap (alpha / beta) comes out at 9.3 / 4.3 eV.

***

model A is favored, and the nearest alternative lies 0.0078 hartree above it.

***

Model A:
ORCA calculation (wB97M-V/def2-TZVPD) on 2 unconnected molecules or ions with the total composition C4H11NOS.

Element x y z (Å)
C1 -2.303 -0.464 0.149
N1 -1.412 0.535 0.542
C2 -0.077 0.315 0.485
C3 0.688 1.344 1.339
S1 2.685 -1.827 -0.314
C4 0.427 0.565 -1.067
O1 0.043 -0.422 -1.914
H1 -3.263 -0.383 0.662
H2 -1.888 -1.471 0.249
H3 -2.562 -0.318 -0.917
H4 0.265 1.445 2.337
H5 0.158 -0.721 0.771
H6 0.473 2.305 0.860
H7 1.752 1.160 1.432
H8 2.986 -3.133 -0.477
H9 1.496 0.771 -1.049
H10 -0.103 1.485 -1.317
H11 0.633 -1.186 -1.770

The expectation value of S² is 0.753. The charge is +1. Its spin multiplicity is 2. For the HOMO energy (alpha / beta), the calculation gives -14.269 / -13.811 eV. The orbital gap (alpha / beta) comes out at 6.7 / 6.2 eV.

***

Model B:
ORCA calculation (wB97M-V/def2-TZVPD) on a gas-phase ion, C4H11NOS (charge +1).

Element x y z (Å)
C1 0.178 0.822 0.615
N1 0.711 -0.343 -0.099
C2 2.016 -0.849 0.160
O1 2.816 -0.946 -1.038
C3 -1.339 1.109 0.559
C4 -2.051 -0.186 0.126
S1 -2.289 -0.065 -1.669
H1 0.495 0.669 1.642
H2 0.707 1.692 0.213
H3 0.537 -0.317 -1.097
H4 2.038 -1.877 0.517
H5 2.522 -0.178 0.861
H6 3.447 -0.226 -1.049
H7 -1.704 1.899 -0.128
H8 -1.631 1.515 1.522
H9 -3.092 -0.323 0.501
H10 -1.513 -1.082 0.456
H11 -1.847 -1.313 -2.091

The expectation value of S² is 0.753. The charge is +1. Its spin multiplicity is 2. For the HOMO energy (alpha / beta), the calculation gives -12.745 / -12.693 eV. The orbital gap (alpha / beta) comes out at 8.7 / 3.6 eV.

***

model B is favored, and the nearest alternative lies 0.0581 hartree above it.